No. 1
Entry from the Open Molecules 2025 dataset: 11 unconnected molecules or ions with the total composition C44H121N11O11 (ωB97M-V/def2-TZVPD).

Element x y z (Å)
C  0.840  1.765  1.408
C  0.062  0.656  0.659
C  -0.139  0.881  -0.862
O  -0.551  -0.339  -1.599
C  -0.424  -0.258  -2.994
N  0.857  -0.550  0.789
H  1.818  1.849  0.935
H  1.002  1.517  2.457
H  0.327  2.727  1.390
H  -0.917  0.545  1.125
H  0.802  1.252  -1.269
H  -0.815  1.722  -1.018
H  -1.029  -1.025  -3.476
H  0.597  -0.470  -3.313
H  -0.646  0.748  -3.349
H  0.633  -1.055  -0.057
H  1.846  -0.349  0.741
C  0.737  4.536  4.333
C  1.289  5.408  5.466
C  2.835  5.259  5.657
O  3.107  4.011  6.267
C  4.456  3.736  6.290
N  0.794  6.757  5.267
H  1.128  4.763  3.341
H  -0.332  4.706  4.201
H  0.846  3.458  4.447
H  0.867  5.125  6.431
H  3.144  6.074  6.312
H  3.316  5.142  4.686
H  5.014  4.580  6.696
H  4.928  3.396  5.368
H  4.710  3.037  7.087
H  1.157  7.420  5.937
H  -0.215  6.771  5.264
C  -2.614  4.280  -2.439
C  -2.200  4.420  -0.973
C  -0.677  4.704  -0.755
O  0.242  3.994  -1.659
C  1.609  4.231  -1.610
N  -3.015  5.369  -0.319
H  -3.692  4.121  -2.409
H  -2.084  3.577  -3.081
H  -2.364  5.216  -2.939
H  -2.341  3.517  -0.379
H  -0.562  4.460  0.301
H  -0.456  5.762  -0.894
H  1.755  5.310  -1.657
H  2.172  3.678  -2.362
H  1.851  3.967  -0.581
H  -2.630  5.691  0.557
H  -3.828  4.907  0.062
C  -1.534  -2.848  3.424
C  -0.166  -3.362  2.955
C  -0.032  -3.780  1.482
O  -1.140  -4.600  1.077
C  -1.037  -6.004  1.469
N  0.783  -2.286  3.309
H  -1.826  -1.979  2.834
H  -1.414  -2.630  4.485
H  -2.362  -3.544  3.288
H  0.135  -4.192  3.595
H  0.924  -4.251  1.255
H  -0.101  -2.857  0.906
H  -0.138  -6.441  1.035
H  -1.902  -6.576  1.134
H  -1.057  -6.118  2.553
H  1.666  -2.441  2.843
H  0.505  -1.448  2.818
C  5.321  -4.104  1.913
C  3.942  -3.962  2.552
C  3.775  -4.803  3.927
O  3.765  -6.260  3.763
C  2.483  -6.829  3.460
N  3.593  -2.548  2.593
H  6.174  -3.584  2.349
H  5.292  -3.698  0.901
H  5.623  -5.143  1.780
H  3.280  -4.362  1.784
H  2.866  -4.480  4.434
H  4.590  -4.484  4.577
H  2.462  -7.914  3.564
H  2.177  -6.627  2.434
H  1.680  -6.419  4.072
H  3.560  -2.130  1.674
H  4.353  -2.072  3.058
C  -3.850  1.747  2.234
C  -3.743  2.255  3.700
C  -2.274  2.252  4.277
O  -2.390  1.995  5.675
C  -1.404  2.558  6.539
N  -4.364  3.546  3.759
H  -4.833  1.936  1.802
H  -3.693  0.686  2.039
H  -3.104  2.126  1.535
H  -4.351  1.527  4.237
H  -1.688  3.139  4.035
H  -1.683  1.458  3.821
H  -1.510  2.339  7.601
H  -1.489  3.643  6.589
H  -0.404  2.301  6.189
H  -4.220  3.866  4.706
H  -5.372  3.487  3.741
C  2.664  -4.486  -1.225
C  2.245  -3.240  -2.013
C  3.159  -1.962  -1.904
O  3.293  -1.589  -0.550
C  4.384  -0.703  -0.335
N  1.866  -3.679  -3.387
H  2.078  -5.396  -1.354
H  2.620  -4.252  -0.162
H  3.723  -4.710  -1.353
H  1.391  -2.869  -1.445
H  2.688  -1.154  -2.464
H  4.155  -2.188  -2.284
H  5.311  -1.273  -0.284
H  4.234  -0.206  0.623
H  4.550  0.069  -1.087
H  2.745  -3.825  -3.864
H  1.399  -2.859  -3.747
C  -1.878  -4.386  -3.993
C  -1.183  -5.719  -3.570
C  -0.372  -6.393  -4.704
O  -1.233  -6.687  -5.775
C  -2.024  -7.839  -5.721
N  -0.318  -5.360  -2.519
H  -2.316  -4.520  -4.982
H  -1.209  -3.525  -3.991
H  -2.699  -4.176  -3.308
H  -1.931  -6.380  -3.132
H  0.105  -7.277  -4.281
H  0.344  -5.661  -5.078
H  -2.282  -8.060  -6.756
H  -2.867  -7.601  -5.072
H  -1.590  -8.792  -5.416
H  0.517  -4.960  -2.921
H  -0.821  -4.609  -2.069
C  -4.766  1.206  -9.710
C  -4.981  1.087  -8.169
C  -3.696  1.068  -7.176
O  -4.046  0.493  -5.906
C  -3.753  -0.903  -5.894
N  -5.915  2.115  -7.776
H  -4.759  2.260  -9.989
H  -5.531  0.685  -10.286
H  -3.816  0.773  -10.021
H  -5.493  0.146  -7.968
H  -3.267  2.053  -6.990
H  -2.896  0.475  -7.620
H  -4.219  -1.470  -6.700
H  -4.207  -1.379  -5.025
H  -2.669  -1.008  -5.939
H  -5.960  1.962  -6.779
H  -6.820  1.822  -8.115
C  3.825  3.792  1.794
C  4.110  5.288  1.654
C  5.609  5.807  1.791
O  5.652  7.179  1.452
C  6.917  7.707  1.367
N  3.560  5.721  0.390
H  2.777  3.534  1.642
H  4.147  3.462  2.782
H  4.421  3.148  1.148
H  3.532  5.773  2.441
H  6.289  5.123  1.284
H  5.771  5.703  2.864
H  6.827  8.586  0.729
H  7.707  7.046  1.009
H  7.198  8.091  2.348
H  3.833  6.692  0.334
H  4.103  5.272  -0.333
C  -3.344  -1.224  0.313
C  -3.461  -2.066  -0.963
C  -4.066  -1.324  -2.125
O  -5.331  -0.894  -1.852
C  -6.378  -1.894  -2.002
N  -2.095  -2.662  -1.179
H  -2.841  -0.278  0.109
H  -2.675  -1.703  1.028
H  -4.325  -1.140  0.780
H  -4.164  -2.885  -0.810
H  -4.050  -2.007  -2.974
H  -3.391  -0.514  -2.401
H  -6.132  -2.686  -1.294
H  -6.416  -2.287  -3.017
H  -7.352  -1.478  -1.743
H  -1.472  -1.871  -1.264
H  -1.817  -3.207  -0.376

Its calculated total energy is -86486.048 eV. The charge is +1. Its expectation value of S² is 0.76. The energy relative to the best compared isomer or geometry (same formula, charge and spin) comes out at 41.36 kcal per mole. For the HOMO energy (spin up / spin down), the calculation gives -10.200 / -10.197 eV. The value obtained for the orbital gap (spin up / spin down) is 0.30750 / 0.11267 hartree. Its multiplicity is 2.

---

No. 2
Entry from the Open Molecules 2025 dataset: 22 unconnected molecules or ions with the total composition C44H132O22 (ωB97M-V/def2-TZVPD).

Element x y z (Å)
C  -0.466  -6.347  -3.118
C  0.342  -7.575  -3.238
O  -0.163  -8.542  -2.341
H  0.035  -5.786  -3.908
H  -0.361  -5.937  -2.114
H  -1.531  -6.407  -3.341
H  1.362  -7.370  -2.913
H  0.332  -7.960  -4.258
H  0.360  -8.464  -1.540
C  0.463  5.785  -0.772
C  0.780  7.074  -1.515
O  1.982  6.919  -2.233
H  1.338  5.371  -0.271
H  0.146  4.990  -1.447
H  -0.246  6.039  0.015
H  0.715  8.029  -0.992
H  -0.026  7.132  -2.247
H  2.169  7.782  -2.610
C  3.100  -4.195  1.493
C  2.189  -5.473  1.620
O  1.450  -5.595  0.363
H  2.579  -3.471  0.866
H  3.922  -4.478  0.835
H  3.459  -3.672  2.379
H  1.551  -5.341  2.493
H  2.857  -6.313  1.813
H  1.796  -6.367  -0.091
C  -1.673  2.493  2.717
C  -0.649  3.593  2.715
O  0.637  3.207  3.274
H  -1.107  1.568  2.834
H  -2.073  2.293  1.723
H  -2.492  2.671  3.413
H  -1.084  4.419  3.278
H  -0.491  3.839  1.665
H  0.937  3.936  3.821
C  -5.801  1.078  1.775
C  -6.198  0.205  2.927
O  -6.214  1.037  4.059
H  -4.765  1.417  1.787
H  -6.398  1.980  1.641
H  -5.970  0.565  0.828
H  -5.535  -0.627  3.166
H  -7.223  -0.161  2.874
H  -6.759  0.522  4.659
C  -1.227  3.406  -3.983
C  -0.580  3.752  -5.238
O  0.178  4.950  -5.101
H  -1.721  2.435  -3.987
H  -2.090  4.055  -3.835
H  -0.591  3.550  -3.110
H  -1.376  3.859  -5.975
H  0.039  2.886  -5.474
H  -0.357  5.731  -4.943
C  2.432  2.274  7.080
C  2.857  2.348  5.565
O  1.901  1.594  4.922
H  3.242  2.755  7.628
H  2.492  1.228  7.380
H  1.472  2.706  7.360
H  3.849  1.962  5.326
H  2.746  3.375  5.217
H  1.600  2.056  4.136
C  -2.142  0.924  -7.259
C  -3.674  0.957  -7.458
O  -4.392  1.677  -6.419
H  -1.668  -0.002  -7.586
H  -1.871  1.323  -6.281
H  -1.745  1.637  -7.981
H  -3.916  -0.104  -7.392
H  -3.883  1.306  -8.469
H  -4.219  2.602  -6.611
C  -5.905  -3.159  0.521
C  -5.826  -3.982  1.810
O  -6.970  -3.689  2.643
H  -5.693  -2.096  0.632
H  -6.949  -3.238  0.219
H  -5.209  -3.566  -0.214
H  -4.948  -3.811  2.433
H  -5.849  -5.037  1.535
H  -6.666  -3.490  3.531
C  7.843  0.032  0.493
C  6.546  -0.487  -0.071
O  6.581  -1.875  -0.062
H  7.792  0.376  1.526
H  8.027  0.962  -0.044
H  8.679  -0.654  0.355
H  6.364  -0.272  -1.123
H  5.654  -0.056  0.385
H  5.963  -2.211  -0.716
C  0.030  1.339  -0.707
C  0.137  0.010  0.149
O  -1.027  -0.764  -0.090
H  0.831  2.071  -0.605
H  -0.917  1.845  -0.519
H  0.026  1.160  -1.782
H  0.380  0.107  1.207
H  1.008  -0.525  -0.228
H  -0.918  -1.704  0.067
C  -2.370  -5.008  -0.262
C  -1.755  -3.846  0.540
O  -0.350  -3.572  0.160
H  -2.622  -4.681  -1.271
H  -3.237  -5.465  0.214
H  -1.674  -5.847  -0.284
H  -1.574  -4.239  1.540
H  -2.469  -3.022  0.564
H  0.180  -4.372  0.181
C  4.027  -2.872  5.435
C  4.181  -1.325  5.333
O  3.616  -0.757  6.466
H  4.752  -3.154  6.199
H  4.315  -3.372  4.511
H  3.051  -3.232  5.760
H  3.706  -1.031  4.397
H  5.165  -0.859  5.294
H  2.701  -1.035  6.543
C  3.826  -1.680  -3.041
C  3.647  -2.569  -1.880
O  4.856  -3.281  -1.587
H  4.144  -2.284  -3.891
H  4.558  -0.873  -3.053
H  2.884  -1.267  -3.404
H  2.895  -3.356  -1.931
H  3.577  -1.999  -0.954
H  5.024  -4.018  -2.179
C  -0.286  -2.018  -3.593
C  -0.873  -0.773  -4.074
O  -0.013  -0.117  -4.905
H  -1.047  -2.769  -3.381
H  0.295  -1.894  -2.679
H  0.342  -2.466  -4.364
H  -0.944  -0.069  -3.245
H  -1.782  -0.985  -4.637
H  0.697  0.235  -4.362
C  4.199  2.133  -2.691
C  2.799  2.473  -3.308
O  2.179  1.242  -3.774
H  4.110  1.507  -1.803
H  4.674  2.966  -2.172
H  4.957  1.722  -3.357
H  2.893  3.018  -4.248
H  2.077  2.998  -2.683
H  2.566  0.867  -4.569
C  -3.984  0.366  -1.675
C  -4.015  0.590  -3.166
O  -4.703  1.799  -3.497
H  -3.315  1.126  -1.271
H  -3.620  -0.619  -1.381
H  -4.953  0.570  -1.218
H  -4.466  -0.104  -3.875
H  -2.995  0.467  -3.531
H  -5.011  1.701  -4.401
C  -5.387  4.375  -0.942
C  -6.119  5.071  -2.077
O  -5.350  4.879  -3.221
H  -4.326  4.602  -0.840
H  -5.421  3.309  -1.166
H  -5.724  4.723  0.034
H  -6.226  6.125  -1.819
H  -7.074  4.553  -2.170
H  -5.120  3.949  -3.276
C  3.258  1.488  1.861
C  3.687  2.795  1.413
O  2.509  3.627  1.347
H  2.395  1.104  1.317
H  3.045  1.442  2.929
H  4.039  0.751  1.676
H  4.256  2.642  0.495
H  4.410  3.225  2.106
H  1.889  3.356  2.028
C  -0.158  -2.826  4.968
C  -0.019  -1.286  4.755
O  0.639  -0.627  5.824
H  -0.898  -3.261  4.297
H  -0.583  -2.959  5.963
H  0.810  -3.310  4.843
H  -1.004  -0.820  4.716
H  0.511  -1.128  3.816
H  1.136  0.129  5.504
C  2.976  8.448  1.723
C  3.798  7.279  1.205
O  3.140  6.183  1.909
H  3.012  9.340  1.096
H  3.320  8.820  2.688
H  1.916  8.195  1.707
H  4.821  7.280  1.580
H  3.876  7.236  0.119
H  2.844  5.489  1.315
C  -0.931  -7.220  1.952
C  -2.403  -7.146  2.157
O  -2.827  -7.866  3.212
H  -0.437  -6.900  2.869
H  -0.682  -6.498  1.174
H  -0.637  -8.237  1.694
H  -2.908  -7.641  1.327
H  -2.719  -6.104  2.211
H  -3.784  -7.928  3.194

Its calculated total energy is -92803.529 eV. The charge is 0. The energy relative to the best compared isomer or geometry (same formula, charge and spin) comes out at 107.79 kcal per mole. For the HOMO energy, the calculation gives -9.553 eV. The value obtained for the orbital gap is 0.34671 hartree.